Record 1
Entry from the Open Molecules 2025 dataset: C45H41BiN2O8Se2 as an isolated structure (the ωB97M-V functional and the def2-TZVPD basis).

```
99
Properties=species:S:1:pos:R:3:forces:R:3
Bi 1.3982 -4.9283 18.6261 1.22 -1.40 0.89
O 1.0650 -5.1222 20.7664 0.62 -0.09 0.66
C 1.9189 -5.6590 21.8154 -0.55 -1.46 -0.92
C 3.3897 -5.9871 21.3702 -0.20 -0.75 0.56
C 4.0855 -4.9576 20.5878 2.64 0.85 0.60
C 5.3738 -4.5711 20.9995 -0.42 -0.39 -0.46
C 6.1471 -3.6286 20.2552 0.26 0.25 0.90
C 5.4983 -2.9496 19.1650 -1.05 -1.17 -0.12
C 4.2472 -3.4489 18.7746 1.46 1.26 -0.62
C 3.5929 -2.9644 17.4865 1.36 2.88 2.09
C 2.3268 -2.0781 17.7329 -1.89 0.53 1.06
O 1.2333 -2.7950 18.3731 1.76 0.85 -0.46
C 2.6143 -0.7824 18.6327 0.68 -1.12 -0.40
C 2.0780 -0.5970 19.9175 0.85 0.36 -1.02
C 2.5257 0.5000 20.6725 -0.69 -0.22 0.80
C 3.3589 1.4535 20.0960 0.65 0.66 0.59
C 3.8626 1.2846 18.7934 -0.20 1.75 0.38
C 3.5191 0.1604 18.1132 0.14 -1.69 -2.09
C 1.7134 -1.5874 16.4004 1.79 -0.08 0.04
C 2.3618 -1.6600 15.1703 -0.22 -0.92 -0.18
C 1.5366 -1.4669 14.0511 0.90 -0.73 -0.86
C 0.2079 -1.1185 14.1227 -0.84 0.08 -0.45
C -0.3611 -0.9008 15.3589 -0.86 1.13 0.19
C 0.4357 -1.0741 16.4622 -0.48 0.13 0.39
N 3.5855 -4.4249 19.4304 -2.16 -0.54 -0.70
C 1.2240 -6.9653 22.2725 -1.15 -0.62 0.22
C 1.5851 -8.2435 21.8014 -0.91 0.75 -0.04
C 0.6766 -9.3032 21.8539 -0.83 -0.79 -0.76
C -0.6274 -9.1852 22.3761 0.70 0.88 1.57
C -0.8445 -8.0108 23.1256 0.04 0.91 -0.83
C 0.0100 -6.9010 23.0346 0.77 -0.97 -0.38
C 1.9494 -4.7072 22.9743 0.65 2.26 1.22
C 2.0155 -5.0783 24.3590 -0.48 -1.19 -2.41
C 1.9850 -4.2039 25.3899 1.56 2.43 0.50
C 2.2411 -2.8293 25.0894 -0.18 0.68 -0.10
C 2.1441 -2.3910 23.7375 0.51 -0.91 1.10
C 2.0039 -3.3185 22.6911 -0.80 -0.89 1.17
H 3.9922 -6.0011 22.2745 -0.16 -0.26 0.47
H 3.5341 -7.0079 20.9325 -0.60 1.18 0.02
H 5.8573 -5.0742 21.8815 -0.75 0.59 -0.86
H 7.1302 -3.3568 20.6918 -0.72 0.06 -0.66
H 5.9540 -2.1286 18.5901 -0.18 -0.53 0.33
H 4.4011 -2.2400 17.1550 -1.05 -1.02 -0.60
H 3.4027 -3.7869 16.8268 -0.15 -0.40 -0.73
H 1.3486 -1.2981 20.2799 -0.03 -0.24 0.15
H 2.1699 0.5666 21.7486 0.52 0.21 -1.48
H 3.6981 2.3366 20.6854 -0.43 -0.73 -0.47
H 4.3803 2.1306 18.2711 -0.11 -1.02 0.75
H 3.9631 -0.0742 17.0772 -0.80 0.64 1.61
H 3.4223 -2.0436 15.0313 -1.59 0.55 0.29
H 1.9379 -1.8142 13.1058 0.08 0.47 -0.25
H -0.4837 -1.0003 13.2748 0.85 -0.28 -0.01
H -1.4183 -0.5140 15.4039 1.24 -0.52 0.24
H 0.1279 -0.8128 17.4462 -0.74 -0.16 0.63
H 2.4682 -8.4065 21.1976 -0.10 0.01 0.13
H 0.9775 -10.1918 21.2844 -0.22 0.19 0.37
H -1.4552 -9.9136 22.4344 0.98 -0.03 -0.51
H -1.7733 -7.8141 23.6614 0.04 -0.42 -0.06
H -0.2770 -6.0215 23.6061 0.13 0.07 -0.44
H 2.0606 -6.1272 24.6021 -0.26 -0.29 -0.08
H 1.9830 -4.5815 26.4138 0.08 0.23 -0.22
H 2.6014 -2.0766 25.8756 -1.07 -1.21 -1.03
H 2.2407 -1.3319 23.5150 0.08 -0.13 0.00
H 1.8044 -2.9995 21.6830 0.31 0.06 -0.27
O 1.0951 -5.8038 12.9303 0.21 0.03 -0.56
C 1.1164 -5.7904 14.2994 0.45 -0.91 2.20
O 0.2771 -5.1440 14.9829 1.01 -0.53 -1.41
C 2.1442 -6.7002 14.8233 -1.62 1.69 -0.97
C 3.0510 -7.4266 14.0146 0.69 -1.15 0.54
C 3.8203 -8.3963 14.6358 0.67 0.46 -0.56
C 3.6763 -8.6383 16.0154 -1.00 0.29 0.79
C 2.7932 -7.7980 16.7775 1.56 -0.23 -3.00
N 2.1475 -6.8008 16.1731 -0.06 -0.50 2.53
C 2.7428 -8.0375 18.2386 -0.70 -0.40 2.67
O 3.1264 -9.1459 18.6963 -0.37 1.51 -0.71
O 2.2483 -7.1034 19.0162 0.53 -0.94 -1.30
H 0.3651 -5.2491 12.6785 -0.58 0.51 -0.08
H 3.1265 -7.2916 12.9517 -0.04 0.31 -0.21
H 4.6589 -8.8863 14.0796 -1.00 0.19 0.37
H 4.1475 -9.4664 16.5188 0.19 0.04 0.02
O -6.2495 -6.3825 16.6643 -0.50 0.16 0.23
C -5.9723 -5.1462 17.2635 2.61 0.83 0.56
C -4.8085 -5.1719 18.3686 0.43 -1.29 0.78
C -5.4312 -5.4604 19.7930 -0.18 1.94 -1.09
O -6.1205 -6.6888 19.6905 -0.05 -0.50 0.73
C -4.1143 -3.8422 18.3903 0.11 0.50 -0.40
Se -2.4268 -3.9902 19.5002 -1.33 3.81 0.73
C -3.7128 -6.2085 17.9741 0.05 0.04 -0.31
Se -1.9298 -6.0771 19.0707 -1.42 -3.00 -1.24
H -6.8558 -6.7814 17.2952 0.08 -0.58 -0.10
H -6.8345 -4.7429 17.7945 -0.23 0.34 -0.42
H -5.5142 -4.4548 16.5052 -1.09 -0.58 0.31
H -6.1800 -4.6104 19.9921 0.74 -0.96 -0.28
H -4.6720 -5.3340 20.5923 -0.26 -0.79 -0.43
H -6.2330 -7.0894 20.5660 0.13 0.23 -0.38
H -4.8555 -3.0924 18.7506 1.02 0.00 0.08
H -3.7969 -3.5873 17.3562 -0.16 0.02 0.69
H -3.3793 -6.0279 16.9275 -0.32 -0.17 0.71
H -4.1447 -7.2050 18.0582 0.46 -0.09 0.03
```
Forces are in eV/Å.

## Properties
Multiplicity   1
Energy relative to the best compared isomer or geometry (same formula, charge and spin)   450.9 kJ/mol
Kohn-Sham gap (spin up / spin down)   0.1027 / 0.1009 Eh
Net charge   -2

Atom charges from the Löwdin analysis, given in e for atoms 1 to 2: 1.899, -0.417

***

Record 2
Entry from the Open Molecules 2025 dataset: C45H42AsFN16O3SSc as an isolated structure (the ωB97M-V functional and the def2-TZVPD basis).

```
110
Properties=species:S:1:pos:R:3:forces:R:3
Sc 1.6089 0.6161 0.1986 -0.19 -0.39 -1.14
C 2.7862 0.0477 -4.1561 -0.06 0.17 0.04
C 1.8992 0.5752 -3.0673 -0.05 -0.12 -0.23
N 1.0657 -0.1423 -2.4094 -0.31 -0.04 0.26
N 0.9690 -1.4488 -2.7880 0.20 -0.31 -0.27
C -0.1029 -2.2536 -2.5253 0.04 0.28 0.02
N -0.0083 -3.4652 -3.1227 0.14 -0.05 -0.05
S -1.4221 -1.8480 -1.6162 -0.09 0.19 0.23
C 1.8750 2.0215 -2.7427 -0.01 0.24 0.08
C 2.2703 2.9811 -3.6645 -0.01 -0.08 0.02
C 2.1713 4.3202 -3.3225 -0.03 0.06 0.02
C 1.6618 4.6646 -2.0831 -0.02 -0.04 -0.08
C 1.2729 3.6447 -1.2298 -0.13 0.03 0.09
N 1.3911 2.3568 -1.5385 0.13 -0.10 0.00
H 3.2998 -0.8483 -3.8020 0.08 0.00 -0.04
H 3.5570 0.7732 -4.3973 0.04 -0.05 -0.02
H 2.2149 -0.1926 -5.0578 0.00 0.01 0.01
H 1.6331 -1.7786 -3.4778 0.00 -0.05 0.07
H 0.8731 -3.8082 -3.4737 -0.06 0.05 -0.04
H -0.6940 -4.1439 -2.8440 -0.06 -0.02 -0.03
H 2.6439 2.6946 -4.6368 0.03 -0.02 0.03
H 2.4826 5.0828 -4.0238 0.02 0.00 0.01
H 1.5718 5.6945 -1.7688 -0.02 0.00 -0.01
H 0.8523 3.8687 -0.2547 0.08 -0.03 0.02
F -4.4215 3.1226 -1.6387 -0.07 0.02 0.00
C -4.1744 2.4127 -0.5154 0.09 0.03 0.07
C -2.9133 1.9315 -0.3126 -0.02 0.07 -0.10
C -2.6028 1.2328 0.8524 -0.02 -0.04 0.02
C -1.2511 0.7188 1.0317 -0.32 -0.32 0.49
O -0.3828 0.9758 0.1715 -0.89 0.32 -0.08
C -1.0546 -0.0824 2.1952 0.44 0.02 -0.39
C -2.0549 -0.2073 3.1041 -0.07 0.06 0.03
N -3.2904 0.3221 2.9662 0.10 -0.20 0.05
C -4.2729 0.1636 4.0123 -0.11 0.07 0.07
C -5.4166 -0.7916 3.8079 -0.10 -0.04 -0.06
C -4.3298 -1.1116 4.7887 0.05 -0.08 0.01
C -3.5995 1.0242 1.8168 0.05 0.15 -0.22
C -4.8881 1.5157 1.5777 -0.08 0.02 0.05
C -5.1990 2.2129 0.4216 0.11 -0.09 0.08
N -6.5324 2.6565 0.2354 -0.08 0.04 -0.03
C -7.0228 3.0263 -1.0865 0.05 -0.06 0.06
C -8.5625 3.1021 -1.0131 0.23 0.14 -0.26
N -9.0038 2.2960 0.1655 -0.04 -0.03 -0.04
C -8.6033 2.9624 1.4461 0.26 0.20 0.29
C -7.1593 3.4665 1.2680 0.01 0.04 -0.12
C 0.2253 -0.8611 2.4666 -0.58 -0.07 0.33
O 0.2550 -1.6003 3.4278 0.13 0.06 -0.06
O 1.1620 -0.6982 1.5947 0.11 -0.11 0.37
H -2.1368 2.1009 -1.0479 -0.01 -0.03 0.01
H -1.8502 -0.7717 4.0037 -0.06 -0.01 0.00
H -4.4747 1.0870 4.5430 0.01 -0.02 0.03
H -5.4318 -1.3581 2.8857 0.07 0.02 0.00
H -6.3933 -0.5147 4.1830 0.04 0.04 0.03
H -3.6420 -1.9034 4.5275 -0.02 0.01 -0.04
H -4.5443 -1.0457 5.8451 0.01 0.07 0.00
H -5.6686 1.3283 2.3010 -0.02 -0.03 0.00
H -6.7157 2.2651 -1.8006 -0.01 0.00 -0.01
H -6.6405 3.9883 -1.4383 -0.04 0.01 0.00
H -9.0168 2.7024 -1.9163 -0.08 -0.04 0.06
H -8.9164 4.1208 -0.8695 -0.06 -0.03 0.10
H -8.4984 1.4079 0.1200 -0.06 -0.06 0.03
H -10.0048 2.1111 0.1460 -0.03 -0.03 -0.01
H -8.6796 2.2244 2.2424 -0.04 -0.06 -0.06
H -9.2943 3.7778 1.6501 -0.08 -0.05 -0.08
H -6.6137 3.3837 2.2024 -0.03 -0.02 0.03
H -7.1590 4.5268 0.9852 0.00 -0.01 0.02
N 4.0048 3.2564 0.8087 0.02 0.11 0.05
C 4.2476 2.3647 -0.1973 0.04 -0.38 -0.21
N 5.1499 2.5291 -1.1554 0.00 0.30 0.26
N 5.0412 1.4366 -1.9145 -0.03 -0.26 -0.03
N 4.1354 0.6483 -1.4502 0.13 0.04 -0.05
N 3.5899 1.2047 -0.3374 1.02 0.48 -0.19
C 2.8270 3.2358 1.5165 -0.37 -0.11 0.18
N 2.3727 4.2405 2.2386 0.34 0.11 -0.13
N 1.1817 3.8205 2.6965 -0.15 -0.18 0.04
N 0.9252 2.6351 2.2785 -0.19 0.05 0.14
N 1.9648 2.2052 1.5148 0.28 0.77 0.29
H 4.5344 4.1124 0.8171 -0.02 0.01 -0.03
C 5.1866 -3.8948 -3.9605 0.05 0.00 -0.06
C 3.9101 -4.2669 -3.5649 -0.06 0.00 -0.02
C 3.3153 -3.6389 -2.4801 0.00 0.01 0.21
C 3.9795 -2.6331 -1.7802 -0.24 0.13 -0.16
C 5.2526 -2.2593 -2.1931 -0.07 0.14 0.08
C 5.8537 -2.8916 -3.2725 0.01 -0.02 -0.02
As 3.0733 -1.7724 -0.2512 0.64 -1.17 -0.04
C 2.5012 -3.4399 0.5786 -0.11 0.09 0.18
C 1.3226 -4.1348 0.3641 -0.05 0.13 -0.14
C 1.0720 -5.3076 1.0623 -0.02 -0.04 0.02
C 1.9969 -5.7746 1.9853 0.02 0.01 0.03
C 3.1654 -5.0680 2.2246 0.05 0.03 0.00
C 3.4247 -3.8942 1.5266 -0.10 0.03 -0.12
C 4.6046 -3.0291 1.7034 0.04 0.09 -0.04
C 5.6808 -3.2981 2.5403 -0.05 -0.03 0.02
C 6.7369 -2.4042 2.6259 0.00 0.01 0.01
C 6.7209 -1.2300 1.8870 0.00 -0.02 0.02
C 5.6517 -0.9525 1.0452 -0.03 0.10 -0.06
C 4.6027 -1.8523 0.9417 0.11 0.03 0.17
H 5.6658 -4.3944 -4.7924 -0.01 0.02 -0.01
H 3.3840 -5.0580 -4.0857 0.03 -0.04 -0.01
H 2.3415 -3.9645 -2.1291 0.12 -0.07 0.02
H 5.7749 -1.4649 -1.6776 0.04 -0.01 0.00
H 6.8515 -2.5982 -3.5723 0.00 0.00 -0.01
H 0.5832 -3.7541 -0.3322 -0.04 0.00 0.04
H 0.1468 -5.8468 0.9020 0.01 0.00 -0.02
H 1.7984 -6.6847 2.5364 0.00 0.00 0.00
H 3.8685 -5.4259 2.9657 -0.01 -0.02 0.00
H 5.6967 -4.2074 3.1274 0.02 0.00 0.01
H 7.5741 -2.6229 3.2760 -0.01 0.01 0.00
H 7.5395 -0.5265 1.9644 0.00 0.00 0.00
H 5.6511 -0.0318 0.4772 0.01 -0.03 -0.02
```
Forces are in eV/Å.

## Properties
Multiplicity   1
Energy relative to the best compared isomer or geometry (same formula, charge and spin)   68.9 kJ/mol
Kohn-Sham gap   0.2248 Eh
Net charge   +1

Atom charges from the Löwdin analysis, given in e for atoms 1 to 2: 0.823, -0.011